{
  "formula": "C35H22BrCl2NO4PZr",
  "method": "ωB97M-V/def2-TZVPD",
  "charge": 1,
  "gap_ev": 7.514,
  "energy_ev": -151986.669,
  "fmax_ev_per_a": 2.1,
  "molar_mass_g_mol": 793.57,
  "species": ["Zr", "O", "C", "C", "C", "C", "C", "C", "C", "P", "C", "C", "C", "C", "C", "C", "C", "C", "C", "C", "C", "C", "H", "H", "H", "H", "H", "H", "H", "H", "H", "H", "H", "H", "H", "H", "Cl", "C", "C", "C", "Cl", "C", "C", "C", "C", "N", "C", "C", "O", "H", "H", "H", "H", "Br", "C", "C", "C", "C", "C", "C", "C", "O", "O", "H", "H", "H", "H"],
  "xyz": [[-0.723, 0.052, 0.579], [-1.887, 1.913, 0.239], [-0.696, 2.165, 0.209], [0.085, 3.283, -0.289], [-0.222, 4.632, -0.222], [0.691, 5.544, -0.734], [1.871, 5.097, -1.315], [2.169, 3.738, -1.391], [1.288, 2.824, -0.840], [1.435, 0.988, -0.934], [1.967, 0.471, 0.749], [2.594, -0.785, 0.875], [2.991, -1.249, 2.110], [2.733, -0.498, 3.258], [2.108, 0.726, 3.154], [1.740, 1.222, 1.903], [2.962, 0.736, -1.874], [2.837, 0.479, -3.239], [3.971, 0.357, -4.032], [5.229, 0.481, -3.459], [5.357, 0.729, -2.097], [4.228, 0.858, -1.303], [-1.151, 4.960, 0.226], [0.478, 6.603, -0.688], [2.574, 5.817, -1.717], [3.084, 3.407, -1.867], [2.792, -1.375, -0.012], [3.507, -2.199, 2.186], [3.034, -0.872, 4.229], [1.915, 1.321, 4.037], [1.327, 2.218, 1.836], [1.852, 0.375, -3.681], [3.872, 0.162, -5.091], [6.114, 0.382, -4.074], [6.339, 0.824, -1.653], [4.334, 1.058, -0.243], [-3.638, -0.540, -3.289], [-2.777, -1.811, -2.509], [-3.082, -3.150, -2.830], [-2.447, -4.171, -2.196], [-2.845, -5.807, -2.593], [-1.475, -3.906, -1.198], [-0.807, -4.891, -0.441], [0.069, -4.513, 0.538], [0.299, -3.152, 0.769], [-0.268, -2.198, 0.061], [-1.159, -2.567, -0.915], [-1.820, -1.501, -1.581], [-1.515, -0.257, -1.206], [-3.836, -3.356, -3.576], [-1.012, -5.936, -0.630], [0.576, -5.246, 1.149], [0.960, -2.835, 1.565], [-7.832, -0.162, 1.967], [-5.970, -0.114, 2.239], [-5.134, -0.670, 1.283], [-3.769, -0.648, 1.508], [-3.247, -0.041, 2.654], [-4.095, 0.537, 3.584], [-5.465, 0.480, 3.387], [-1.765, 0.083, 2.688], [-1.174, 1.172, 2.713], [-1.091, -0.974, 2.305], [-5.543, -1.113, 0.386], [-3.106, -1.095, 0.757], [-3.690, 1.026, 4.461], [-6.140, 0.909, 4.114]]
}

{
  "formula": "C35H24F3IO10S",
  "method": "ωB97M-V/def2-TZVPD",
  "charge": 0,
  "gap_ev": 8.697,
  "energy_ev": -84244.315,
  "fmax_ev_per_a": 5.2,
  "molar_mass_g_mol": 820.53,
  "species": ["O", "C", "I", "C", "C", "O", "S", "O", "O", "O", "C", "C", "C", "O", "C", "F", "F", "F", "H", "H", "H", "H", "H", "H", "H", "H", "C", "C", "C", "C", "C", "C", "C", "O", "C", "C", "C", "C", "C", "C", "C", "O", "H", "H", "H", "H", "H", "H", "H", "H", "C", "C", "C", "C", "C", "C", "C", "O", "C", "C", "C", "C", "C", "C", "C", "O", "H", "H", "H", "H", "H", "H", "H", "H"],
  "xyz": [[2.841, 1.004, 0.119], [3.228, 0.160, -0.735], [3.892, 0.922, -2.654], [3.216, -1.372, -0.280], [2.435, -2.367, -1.259], [3.306, -2.456, -2.454], [2.339, -2.554, -3.849], [2.732, -3.619, -4.843], [2.164, -1.265, -4.619], [0.888, -2.850, -3.018], [1.031, -1.936, -1.886], [-0.261, -1.817, -0.951], [-1.022, -0.450, -1.372], [-0.442, 0.617, -0.585], [-2.610, -0.519, -1.196], [-3.013, 0.768, -0.712], [-3.066, -1.483, -0.283], [-3.237, -0.628, -2.513], [2.876, -1.425, 0.811], [4.319, -1.716, -0.288], [2.553, -3.401, -0.787], [1.185, -0.866, -2.257], [-1.022, -2.666, -1.136], [0.016, -1.795, 0.156], [-0.830, -0.180, -2.475], [0.364, 0.936, -1.052], [8.143, 4.584, 5.124], [9.057, 5.506, 4.618], [9.054, 5.818, 3.263], [8.142, 5.200, 2.407], [7.242, 4.260, 2.910], [7.237, 3.962, 4.273], [6.302, 3.561, 2.004], [5.514, 2.741, 2.443], [6.341, 3.865, 0.555], [5.502, 3.173, -0.318], [5.522, 3.462, -1.678], [6.374, 4.449, -2.169], [7.216, 5.137, -1.303], [7.208, 4.840, 0.060], [8.134, 5.553, 0.969], [8.883, 6.414, 0.540], [8.140, 4.348, 6.183], [9.772, 5.982, 5.281], [9.765, 6.540, 2.875], [6.531, 3.241, 4.672], [4.833, 2.405, 0.059], [4.867, 2.914, -2.360], [6.385, 4.679, -3.230], [7.881, 5.902, -1.692], [-9.243, -6.498, 1.750], [-10.368, -5.725, 2.028], [-10.434, -4.408, 1.587], [-9.369, -3.857, 0.875], [-8.232, -4.624, 0.618], [-8.176, -5.950, 1.047], [-7.074, -4.035, -0.093], [-6.082, -4.706, -0.322], [-7.137, -2.617, -0.515], [-6.032, -2.033, -1.135], [-6.083, -0.705, -1.547], [-7.245, 0.039, -1.348], [-8.347, -0.538, -0.726], [-8.291, -1.865, -0.299], [-9.456, -2.459, 0.394], [-10.471, -1.807, 0.571], [-9.196, -7.529, 2.087], [-11.195, -6.150, 2.588], [-11.315, -3.812, 1.802], [-7.301, -6.556, 0.838], [-5.127, -2.609, -1.294], [-5.217, -0.255, -2.021], [-7.290, 1.073, -1.675], [-9.246, 0.049, -0.571]]
}

{
  "formula": "C35H25Br3Cl2HgN6O5",
  "method": "ωB97M-V/def2-TZVPD",
  "charge": -1,
  "relative_energy_kcal_mol": 23.86,
  "gap_ev": [4.616, 7.017],
  "multiplicity": 2,
  "energy_ev": -295229.875,
  "fmax_ev_per_a": 0.5,
  "molar_mass_g_mol": 1120.83,
  "species": ["Hg", "Br", "C", "C", "C", "N", "C", "C", "C", "C", "C", "Br", "C", "C", "N", "H", "H", "H", "H", "H", "H", "N", "C", "C", "O", "O", "H", "H", "H", "H", "C", "O", "C", "C", "C", "Br", "C", "C", "C", "O", "C", "N", "C", "C", "C", "C", "C", "C", "N", "H", "H", "H", "H", "H", "H", "H", "H", "H", "H", "H", "Cl", "C", "C", "C", "Cl", "C", "C", "C", "C", "N", "C", "C", "O", "H", "H", "H", "H"],
  "xyz": [[0.569, 0.293, -0.513], [-5.481, 3.550, -1.973], [-3.858, 2.633, -1.595], [-3.429, 2.544, -0.257], [-2.233, 1.887, -0.053], [-1.507, 1.333, -1.018], [-1.908, 1.438, -2.323], [-3.133, 2.108, -2.616], [-1.070, 0.893, -3.332], [-1.500, 0.730, -4.683], [-0.661, 0.139, -5.573], [-1.223, -0.111, -7.373], [0.614, -0.321, -5.195], [0.953, -0.114, -3.872], [0.187, 0.486, -2.974], [-3.983, 2.979, 0.558], [-1.824, 1.794, 0.947], [-3.460, 2.235, -3.636], [-2.491, 1.028, -4.989], [1.280, -0.812, -5.886], [1.920, -0.456, -3.512], [2.715, 1.499, -1.127], [2.401, 2.903, -0.864], [1.535, 3.109, 0.396], [1.499, 4.249, 0.845], [0.931, 2.088, 0.870], [3.432, 1.161, -0.497], [3.040, 1.358, -2.075], [1.835, 3.294, -1.712], [3.289, 3.529, -0.743], [-3.130, -1.190, 0.201], [-2.031, -0.843, 1.034], [-2.153, -1.023, 2.355], [-3.289, -1.482, 2.990], [-3.297, -1.579, 4.384], [-4.864, -2.219, 5.245], [-2.217, -1.215, 5.138], [-1.057, -0.739, 4.500], [-1.009, -0.652, 3.113], [0.054, -0.221, 2.436], [0.118, -0.326, 5.262], [1.214, 0.152, 4.722], [2.064, 0.431, 5.778], [3.350, 0.963, 5.775], [3.976, 1.139, 6.994], [3.343, 0.797, 8.197], [2.063, 0.272, 8.217], [1.442, 0.099, 6.987], [0.197, -0.381, 6.629], [-3.978, -0.526, 0.395], [-3.418, -2.232, 0.365], [-2.774, -1.071, -0.816], [-4.166, -1.754, 2.423], [-2.272, -1.295, 6.215], [0.705, 0.158, 3.071], [3.828, 1.237, 4.845], [4.975, 1.555, 7.026], [3.865, 0.952, 9.133], [1.574, 0.013, 9.147], [-0.521, -0.706, 7.250], [-0.525, -4.581, -2.111], [0.774, -4.169, -1.032], [1.580, -5.195, -0.533], [2.595, -4.935, 0.342], [3.570, -6.254, 0.949], [2.855, -3.612, 0.761], [3.862, -3.246, 1.683], [4.025, -1.936, 2.030], [3.190, -0.972, 1.438], [2.257, -1.283, 0.577], [2.050, -2.572, 0.237], [0.943, -2.824, -0.683], [0.191, -1.889, -1.101], [1.382, -6.212, -0.843], [4.488, -4.017, 2.112], [4.778, -1.633, 2.745], [3.285, 0.078, 1.698]]
}

{
  "formula": "C35H25F6NO24S",
  "method": "ωB97M-V/def2-TZVPD",
  "charge": 0,
  "smiles": "O=C(NCCF)OS(=O)(=O)C(F)(F)C(F)(F)F.O=C1C=C(O)C(=O)C=C1O.O=C1C=C(O)C(=O)C=C1O.O=C1C=C(O)C(=O)C=C1O.O=C1C=C(O)C(=O)C=C1O.O=C1C=C(O)C(=O)C=C1O",
  "gap_ev": 7.838,
  "energy_ev": -114458.672,
  "fmax_ev_per_a": 10.0,
  "molar_mass_g_mol": 989.62,
  "species": ["O", "C", "N", "C", "C", "F", "O", "S", "O", "O", "C", "F", "F", "C", "F", "F", "F", "H", "H", "H", "H", "H", "O", "C", "C", "C", "O", "C", "O", "C", "C", "O", "H", "H", "H", "H", "O", "C", "C", "C", "O", "C", "O", "C", "C", "O", "H", "H", "H", "H", "O", "C", "C", "C", "O", "C", "O", "C", "C", "O", "H", "H", "H", "H", "O", "C", "C", "C", "O", "C", "O", "C", "C", "O", "H", "H", "H", "H", "O", "C", "C", "C", "O", "C", "O", "C", "C", "O", "H", "H", "H", "H"],
  "xyz": [[-1.661, 0.226, -1.753], [-2.331, -0.095, -2.892], [-2.092, -1.342, -3.715], [-2.595, -2.600, -3.042], [-1.832, -2.987, -1.638], [-0.360, -3.104, -1.804], [-3.326, 0.937, -3.334], [-4.729, 0.888, -2.366], [-5.210, -0.573, -2.195], [-5.862, 1.620, -3.185], [-4.590, 1.850, -0.745], [-5.600, 2.961, -0.695], [-3.243, 2.505, -0.634], [-4.856, 0.923, 0.598], [-3.673, 0.045, 0.851], [-4.994, 1.875, 1.763], [-6.152, 0.173, 0.553], [-1.108, -1.427, -4.051], [-2.362, -3.493, -3.798], [-3.750, -2.637, -2.854], [-2.208, -4.072, -1.315], [-2.039, -2.204, -0.760], [-1.346, 7.758, 4.210], [-1.898, 7.150, 3.299], [-2.161, 5.704, 3.366], [-2.749, 5.070, 2.350], [-3.002, 3.712, 2.408], [-3.157, 5.797, 1.117], [-3.679, 5.183, 0.192], [-2.916, 7.247, 1.060], [-2.331, 7.882, 2.077], [-2.103, 9.245, 2.031], [-1.857, 5.188, 4.268], [-3.431, 3.490, 1.553], [-3.233, 7.766, 0.164], [-1.668, 9.466, 2.883], [0.876, 1.356, -7.687], [-0.134, 1.969, -7.358], [-0.473, 3.284, -7.924], [-1.571, 3.932, -7.532], [-1.897, 5.168, -8.061], [-2.489, 3.353, -6.513], [-3.481, 3.981, -6.159], [-2.163, 2.028, -5.965], [-1.066, 1.378, -6.359], [-0.754, 0.130, -5.851], [0.204, 3.694, -8.662], [-2.734, 5.429, -7.618], [-2.848, 1.611, -5.238], [0.085, -0.128, -6.289], [3.003, -9.706, -1.077], [2.139, -8.868, -1.310], [0.708, -9.208, -1.353], [-0.207, -8.276, -1.627], [-1.553, -8.588, -1.666], [0.184, -6.866, -1.900], [-0.678, -6.035, -2.166], [1.612, -6.520, -1.832], [2.527, -7.452, -1.556], [3.871, -7.134, -1.488], [0.438, -10.238, -1.155], [-2.010, -7.747, -1.885], [1.880, -5.488, -2.015], [4.328, -7.977, -1.276], [8.950, -12.890, 1.852], [8.085, -12.053, 1.619], [6.654, -12.393, 1.576], [5.740, -11.461, 1.303], [4.393, -11.773, 1.263], [6.130, -10.050, 1.030], [5.268, -9.220, 0.763], [7.559, -9.705, 1.097], [8.473, -10.636, 1.373], [9.817, -10.319, 1.441], [6.385, -13.422, 1.774], [3.937, -10.931, 1.044], [7.827, -8.672, 0.914], [10.274, -11.161, 1.653], [-0.303, 10.680, 5.277], [0.249, 10.597, 6.368], [-0.217, 9.675, 7.416], [0.396, 9.621, 8.599], [-0.035, 8.754, 9.587], [1.567, 10.488, 8.904], [2.098, 10.429, 10.008], [2.048, 11.393, 7.849], [1.437, 11.445, 6.664], [1.886, 12.291, 5.666], [-1.070, 9.051, 7.181], [0.569, 8.904, 10.347], [2.911, 12.005, 8.078], [1.278, 12.145, 4.908]]
}